C31H38AsIrO | wB97M-V/def2-TZVPD

XYZ file:
```
72
Properties=species:S:1:pos:R:3
C 1.745 -0.669 1.570
H 1.682 -0.239 2.581
H 1.737 -1.761 1.695
H 0.774 -0.312 0.992
C 3.076 -0.239 0.962
H 3.002 -0.323 -0.128
H 3.220 0.826 1.178
C 4.293 -1.025 1.446
H 5.181 -0.710 0.888
H 4.493 -0.855 2.509
H 4.166 -2.102 1.288
C -1.767 -0.189 -1.769
C -0.443 -0.442 -2.297
C 0.149 -1.513 -1.517
C -0.814 -1.910 -0.503
C -2.000 -1.107 -0.681
C -3.290 -1.254 0.038
C -0.662 -3.031 0.458
C 1.471 -2.142 -1.747
C 0.161 0.257 -3.460
C -2.759 0.785 -2.295
Ir -0.288 0.061 -0.249
H -1.351 -2.897 1.293
H -0.875 -3.996 -0.013
H 0.357 -3.062 0.848
H -3.202 -1.980 0.847
H -3.598 -0.295 0.465
H -4.086 -1.581 -0.642
H -2.268 1.520 -2.941
H -3.543 0.286 -2.882
H -3.248 1.320 -1.471
H 1.206 -0.031 -3.584
H -0.375 0.024 -4.388
H 0.113 1.343 -3.319
H 1.999 -2.282 -0.799
H 1.371 -3.120 -2.227
H 2.078 -1.501 -2.388
O 0.293 1.817 0.376
As -0.645 3.110 1.122
C -2.555 2.838 0.964
C -3.163 1.788 1.663
C -4.560 1.688 1.686
C -5.345 2.628 1.011
C -4.733 3.665 0.300
C -3.339 3.779 0.283
C 0.036 3.054 2.915
C -0.828 3.175 4.015
C -0.312 3.058 5.311
C 1.056 2.840 5.508
C 1.917 2.735 4.407
C 1.408 2.831 3.107
C -0.116 4.594 0.026
C -0.501 4.630 -1.323
C -0.221 5.772 -2.087
C 0.492 6.836 -1.521
C 0.946 6.756 -0.198
C 0.646 5.632 0.582
H -2.545 1.055 2.190
H -5.033 0.875 2.245
H -6.433 2.553 1.045
H -5.339 4.400 -0.233
H -2.858 4.603 -0.245
H -1.892 3.352 3.852
H -0.986 3.136 6.167
H 1.456 2.751 6.520
H 2.986 2.571 4.552
H 2.066 2.729 2.239
H -1.028 3.782 -1.767
H -0.567 5.824 -3.120
H 0.700 7.728 -2.115
H 1.531 7.568 0.234
H 0.993 5.556 1.614
```

Computed properties:
2S+1   5
Net charge   +2
⟨S²⟩   6.011
HOMO energy (spin up / spin down)   -0.46117 / -0.54672 Ha
Orbital gap (spin up / spin down)   6.968 / 5.830 eV

C31H38AuClN4O2S4 | wB97M-V/def2-TZVPD

XYZ file:
```
81
Properties=species:S:1:pos:R:3
Au -1.817 -0.143 -0.595
O -2.995 -6.042 2.274
C -2.626 -5.014 1.782
S -1.923 -4.889 0.155
C -1.663 -3.163 0.168
C -2.016 -2.510 1.291
S -1.747 -0.784 1.583
S -2.753 -3.432 2.579
S -0.996 -2.407 -1.263
C -3.861 0.447 -5.555
C -2.917 -0.601 -4.957
C -1.793 -0.971 -5.924
C -3.695 -1.857 -4.502
C -2.327 -0.072 -3.721
N -1.990 0.240 -2.677
H -4.306 0.025 -6.457
H -3.328 1.356 -5.830
H -4.661 0.696 -4.853
H -2.238 -1.411 -6.818
H -1.113 -1.699 -5.484
H -1.223 -0.091 -6.220
H -4.141 -2.331 -5.377
H -4.489 -1.579 -3.808
H -3.032 -2.565 -4.010
C -3.362 1.161 -0.090
C -4.557 0.498 -0.690
C -5.221 1.087 -1.768
C -6.335 0.481 -2.333
C -6.782 -0.740 -1.848
C -6.115 -1.345 -0.788
C -5.019 -0.728 -0.207
H -3.412 1.215 0.991
H -3.189 2.153 -0.509
H -4.869 2.039 -2.149
H -6.859 0.964 -3.150
H -7.649 -1.217 -2.286
H -6.457 -2.298 -0.405
H -4.501 -1.209 0.616
C 5.705 1.530 0.823
C 5.712 0.458 1.921
C 5.970 1.134 3.274
C 6.900 -0.472 1.642
C 4.385 -0.373 1.972
O 4.612 -1.554 2.764
C 3.175 0.322 2.630
C 2.698 1.710 2.180
C 1.374 2.061 2.809
C 0.222 2.183 2.042
C -0.998 2.498 2.621
C -1.069 2.683 3.989
Cl -2.597 3.070 4.725
C 0.061 2.568 4.781
C 1.273 2.263 4.185
C 4.023 -1.015 0.607
N 2.965 -0.378 -0.150
C 1.650 -0.581 -0.038
N 0.991 0.210 -0.858
C 1.986 0.891 -1.478
N 3.200 0.564 -1.091
H 6.656 2.066 0.854
H 4.912 2.264 0.940
H 5.602 1.096 -0.169
H 6.943 1.628 3.253
H 6.004 0.415 4.097
H 5.225 1.891 3.513
H 7.808 0.132 1.578
H 6.805 -1.005 0.696
H 7.033 -1.210 2.430
H 4.845 -1.282 3.658
H 3.400 0.373 3.700
H 2.338 -0.378 2.559
H 2.609 1.774 1.096
H 3.433 2.461 2.474
H 0.271 2.022 0.972
H -1.887 2.599 2.015
H -0.012 2.720 5.849
H 2.157 2.180 4.807
H 3.689 -2.029 0.825
H 4.886 -1.080 -0.049
H 1.207 -1.310 0.622
H 1.817 1.638 -2.237
```

Computed properties:
2S+1   1
Net charge   0
ΔE to the lowest compared entry with this formula, charge and spin   25.0 kcal/mol
HOMO energy   -0.26076 Ha
Orbital gap   6.316 eV

C31H38CaF6N4OP2 | wB97M-V/def2-TZVPD

XYZ file:
```
83
Properties=species:S:1:pos:R:3
Ca -0.293 1.580 0.904
C -1.764 1.787 -4.366
C -1.901 0.474 -4.146
C -0.951 -0.531 -4.683
C 0.570 -0.192 -4.537
C 1.021 0.623 -3.352
C 0.938 1.953 -3.239
C 0.663 2.721 -4.503
C -0.696 2.427 -5.199
C 1.771 0.937 2.511
H -2.559 2.467 -4.061
H -2.817 0.069 -3.723
H -1.122 -0.688 -5.761
H -1.153 -1.505 -4.214
H 1.068 -1.169 -4.433
H 0.921 0.219 -5.495
H 1.800 0.094 -2.784
H 1.290 2.514 -2.353
H 1.426 2.446 -5.246
H 0.751 3.803 -4.346
H -1.084 3.407 -5.512
H -0.537 1.850 -6.120
H 1.132 1.809 2.810
H 2.806 1.220 2.772
H 1.411 0.121 3.131
P 1.860 -0.432 0.667
P -1.128 -1.623 0.827
N 3.066 0.718 -0.260
N 3.099 -1.621 0.992
N -1.874 -0.130 0.081
N -2.618 -2.479 0.833
C 1.140 -1.323 -0.779
C -0.144 -2.154 -0.623
C 3.262 2.018 0.204
C 4.283 2.611 -0.519
C 4.674 1.691 -1.538
C 3.891 0.544 -1.375
C 3.989 -1.369 2.041
C 4.739 -2.509 2.281
C 4.274 -3.529 1.383
C 3.243 -2.970 0.635
C -2.698 0.736 0.796
C -2.789 1.940 0.136
C -2.096 1.803 -1.084
C -1.537 0.539 -1.083
C -3.798 -2.538 0.058
C -4.807 -3.153 0.801
C -4.232 -3.512 2.081
C -2.908 -3.111 2.084
H 1.863 -1.954 -1.306
H 0.865 -0.488 -1.428
H -0.754 -2.137 -1.540
H 0.029 -3.233 -0.447
H 2.723 2.354 1.085
H 4.657 3.609 -0.324
H 5.436 1.878 -2.286
H 3.947 -0.392 -1.922
H 4.035 -0.375 2.445
H 5.506 -2.583 3.041
H 4.625 -4.553 1.348
H 2.672 -3.399 -0.170
H -3.164 0.410 1.703
H -3.287 2.820 0.516
H -2.043 2.456 -1.946
H -1.047 0.037 -1.894
H -3.842 -2.167 -0.959
H -5.838 -3.367 0.504
H -4.723 -4.061 2.893
H -2.120 -3.216 2.845
C -2.917 0.201 4.121
C -1.517 0.834 4.178
O -1.041 1.126 2.924
C -1.560 2.097 5.128
F -2.121 1.804 6.356
F -0.315 2.580 5.328
F -2.311 3.099 4.614
C -0.621 -0.258 4.892
F -1.305 -0.880 5.903
F -0.276 -1.239 3.982
F 0.523 0.239 5.426
H -3.550 0.843 3.486
H -3.355 0.136 5.126
H -2.758 -0.802 3.681
```

Computed properties:
2S+1   1
Net charge   0
HOMO energy   -0.21217 Ha
Orbital gap   5.330 eV

C31H38Cl3FeN2P2Si3 | wB97M-V/def2-TZVPD

XYZ file:
```
80
Properties=species:S:1:pos:R:3
Fe 0.015 1.422 -1.229
C 2.369 -0.816 -3.427
Si 2.989 0.260 -2.037
C 4.533 -0.572 -1.376
C 3.549 1.902 -2.726
N 1.760 0.519 -0.853
P 1.481 -0.087 0.639
C -0.034 -0.333 1.143
P -1.522 -0.192 0.528
N -1.709 0.433 -0.972
Si -2.968 0.338 -2.151
C -2.407 -0.616 -3.656
C -3.496 2.053 -2.663
C -4.533 -0.499 -1.551
C -2.544 0.911 1.604
C -1.878 1.914 2.309
C -2.579 2.870 3.030
C -3.967 2.834 3.072
C -4.644 1.839 2.382
C -3.937 0.893 1.650
C -2.365 -1.825 0.600
C -2.107 -2.705 -0.453
C -2.615 -3.994 -0.449
C -3.387 -4.433 0.622
C -3.626 -3.579 1.686
C -3.115 -2.285 1.676
C 2.480 -1.615 0.810
C 2.080 -2.713 0.047
C 2.788 -3.903 0.088
C 3.905 -4.018 0.910
C 4.297 -2.943 1.692
C 3.588 -1.746 1.639
C 2.326 1.086 1.793
C 1.813 1.287 3.072
C 2.372 2.235 3.921
C 3.453 2.999 3.500
C 3.977 2.807 2.228
C 3.414 1.857 1.385
H 3.113 -0.892 -4.227
H 1.451 -0.403 -3.850
H 2.160 -1.826 -3.061
H 5.303 -0.493 -2.152
H 4.375 -1.630 -1.160
H 4.925 -0.105 -0.469
H 4.358 1.766 -3.451
H 3.918 2.549 -1.923
H 2.728 2.418 -3.225
H -1.432 -0.256 -3.989
H -3.115 -0.495 -4.482
H -2.329 -1.685 -3.436
H -2.666 2.608 -3.098
H -3.863 2.609 -1.793
H -4.302 2.007 -3.402
H -4.379 -1.538 -1.253
H -5.245 -0.484 -2.383
H -4.993 0.036 -0.717
H -0.794 1.915 2.290
H -2.039 3.642 3.567
H -4.517 3.576 3.638
H -5.727 1.801 2.408
H -4.485 0.136 1.103
H -1.498 -2.366 -1.284
H -2.408 -4.660 -1.278
H -3.791 -5.438 0.628
H -4.209 -3.919 2.534
H -3.287 -1.640 2.528
H 1.196 -2.624 -0.576
H 2.468 -4.744 -0.514
H 4.462 -4.947 0.944
H 5.160 -3.030 2.341
H 3.906 -0.908 2.247
H 0.961 0.688 3.374
H 1.958 2.382 4.912
H 3.878 3.751 4.155
H 4.814 3.405 1.888
H 3.810 1.734 0.385
Cl 0.033 2.014 -3.386
Si 0.085 3.649 -0.611
Cl 1.746 4.852 -0.834
Cl -1.485 4.962 -0.874
```

Computed properties:
2S+1   5
Net charge   -1
ΔE to the lowest compared entry with this formula, charge and spin   48.7 kcal/mol
⟨S²⟩   6.045
HOMO energy (spin up / spin down)   -0.15758 / -0.15905 Ha
Orbital gap (spin up / spin down)   6.324 / 6.343 eV

C31H38N2O4P2PtSSi2 | wB97M-V/def2-TZVPD

XYZ file:
```
81
Properties=species:S:1:pos:R:3
Pt 0.435 2.286 -0.176
C -4.159 0.847 -0.126
Si -3.225 0.444 1.464
C -2.923 2.057 2.383
C -4.431 -0.569 2.526
N -1.852 -0.436 1.080
P -0.342 -0.389 1.512
C 0.896 0.360 0.590
P 0.942 -0.092 -1.036
N -0.019 0.985 -1.760
Si -0.125 1.748 -3.294
C -1.649 2.829 -3.288
C -0.315 0.431 -4.640
C 1.374 2.792 -3.722
C 0.451 -1.791 -1.498
C -0.869 -1.996 -1.886
C -1.331 -3.282 -2.144
C -0.480 -4.368 -1.997
C 0.833 -4.172 -1.586
C 1.295 -2.889 -1.340
C 2.632 0.042 -1.733
C 3.541 0.900 -1.117
C 4.782 1.135 -1.690
C 5.135 0.508 -2.879
C 4.240 -0.355 -3.495
C 2.993 -0.582 -2.925
C 0.182 -2.136 1.765
C -0.726 -3.171 1.598
C -0.333 -4.492 1.791
C 0.971 -4.783 2.162
C 1.886 -3.749 2.337
C 1.494 -2.434 2.138
C -0.182 0.251 3.223
C 0.512 1.420 3.509
C 0.518 1.928 4.805
C -0.148 1.264 5.823
C -0.833 0.084 5.546
C -0.854 -0.411 4.252
H -5.096 1.381 0.061
H -4.387 -0.075 -0.670
H -3.529 1.467 -0.770
H -3.848 2.636 2.482
H -2.192 2.675 1.853
H -2.530 1.874 3.387
H -5.368 -0.027 2.692
H -3.992 -0.794 3.503
H -4.670 -1.519 2.036
H -2.531 2.238 -3.028
H -1.822 3.311 -4.255
H -1.523 3.605 -2.528
H -1.215 -0.172 -4.494
H 0.543 -0.247 -4.655
H -0.379 0.909 -5.624
H 1.518 3.551 -2.948
H 1.229 3.300 -4.682
H 2.281 2.184 -3.787
H -1.528 -1.138 -1.951
H -2.361 -3.435 -2.442
H -0.845 -5.372 -2.183
H 1.492 -5.021 -1.444
H 2.317 -2.737 -1.010
H 3.247 1.390 -0.196
H 5.470 1.820 -1.211
H 6.104 0.698 -3.327
H 4.504 -0.845 -4.425
H 2.295 -1.249 -3.418
H -1.736 -2.912 1.299
H -1.046 -5.296 1.642
H 1.279 -5.812 2.310
H 2.908 -3.972 2.623
H 2.200 -1.619 2.249
H 1.021 1.950 2.714
H 1.039 2.857 5.007
H -0.142 1.664 6.831
H -1.359 -0.439 6.338
H -1.408 -1.318 4.027
O 0.944 3.683 1.261
S 0.766 4.936 0.371
O -0.098 5.896 1.023
O 2.054 5.479 -0.005
O 0.074 4.284 -0.828
```

Computed properties:
2S+1   1
Net charge   -2
ΔE to the lowest compared entry with this formula, charge and spin   0.0 kcal/mol
HOMO energy   -0.06096 Ha
Orbital gap   6.008 eV

C31H38N6O8P2SSc | wB97M-V/def2-TZVPD

XYZ file:
```
87
Properties=species:S:1:pos:R:3
Sc 0.370 0.037 -0.250
C -1.923 -2.474 0.984
C -2.838 -1.759 -0.011
C -2.272 -1.783 -1.399
C -2.748 -2.720 -2.303
C -2.247 -2.752 -3.593
C -1.278 -1.833 -3.941
C -0.833 -0.946 -2.982
N -1.306 -0.904 -1.723
N -0.864 -1.610 1.532
C 0.177 -2.455 2.123
C 1.440 -1.690 2.408
C 2.487 -2.333 3.052
C 3.619 -1.611 3.373
C 3.662 -0.260 3.060
C 2.592 0.291 2.389
N 1.501 -0.407 2.043
C -1.401 -0.756 2.598
C -2.023 0.514 2.104
C -3.110 1.073 2.754
C -3.578 2.310 2.347
C -2.934 2.957 1.305
C -1.866 2.323 0.701
N -1.423 1.117 1.073
H -1.448 -3.315 0.480
H -2.522 -2.884 1.806
H -3.019 -0.733 0.298
H -3.802 -2.266 -0.026
H -3.527 -3.405 -1.993
H -2.610 -3.480 -4.308
H -0.860 -1.795 -4.937
H -0.072 -0.234 -3.234
H 0.421 -3.276 1.453
H -0.182 -2.897 3.062
H 2.403 -3.386 3.289
H 4.453 -2.090 3.871
H 4.516 0.352 3.317
H 2.584 1.333 2.102
H -0.571 -0.450 3.232
H -2.109 -1.306 3.226
H -3.575 0.542 3.575
H -4.426 2.767 2.842
H -3.246 3.936 0.968
H -1.323 2.794 -0.103
C 4.583 -2.860 -1.184
C 3.299 -2.366 -1.834
O 3.307 -2.634 -3.242
P 3.173 -0.543 -1.799
O 4.326 -0.036 -2.762
O 3.656 -0.086 -0.369
O 1.839 0.041 -2.151
P 1.800 -3.051 -0.973
O 0.911 -3.534 -2.239
O 2.036 -4.174 -0.052
O 1.131 -1.797 -0.424
H 5.450 -2.424 -1.679
H 4.628 -3.945 -1.265
H 4.602 -2.593 -0.127
H 2.449 -3.007 -3.485
H 4.299 -0.460 -3.632
H 3.496 0.869 -0.223
H 0.822 -4.496 -2.197
N -1.105 1.912 -3.470
N -0.401 2.072 -2.233
H -1.046 2.750 -4.037
H -2.079 1.740 -3.257
H -0.584 2.985 -1.833
H 0.593 2.044 -2.432
C 3.750 10.475 2.431
C 3.397 9.066 2.029
O 2.432 8.475 2.421
S 4.599 8.356 0.888
C 3.889 6.752 0.644
C 3.910 5.817 1.675
C 3.305 4.585 1.503
C 2.681 4.263 0.294
C 2.697 5.195 -0.744
C 3.292 6.434 -0.568
C 2.006 2.999 0.137
C 1.395 1.946 0.036
H 3.684 10.556 3.515
H 3.016 11.154 1.997
H 4.747 10.760 2.097
H 4.391 6.064 2.612
H 3.304 3.864 2.311
H 2.232 4.943 -1.689
H 3.289 7.160 -1.371
```

Computed properties:
2S+1   1
Net charge   +1
ΔE to the lowest compared entry with this formula, charge and spin   12.9 kcal/mol
HOMO energy   -0.38653 Ha
Orbital gap   8.278 eV